[1]
Formula: C6H8
Source: the Open Molecules 2025 dataset
Level of theory: ωB97M-V with the def2-TZVPD basis set

Each line ends with the natural charge from an NBO analysis.
Positions of all 14 atoms, in Å:
C: 0.2107 -1.0468 0.6068  -0.02
C: -0.0934 0.0184 1.1329  -0.03
C: 0.6522 -2.3035 -0.0519  -0.68
C: -1.4426 2.0282 -2.5020  0.22
C: -0.3552 1.3711 -2.1282  -0.81
C: -0.3831 1.1823 1.9038  -0.67
H: 0.5270 1.8514 1.7952  0.23
H: -0.1804 -2.6235 -0.6415  0.23
H: 0.0451 0.7789 -1.3474  0.29
H: 0.9778 -3.0710 0.5953  0.23
H: -0.5210 0.8566 2.9527  0.24
H: 0.2863 1.4690 -3.0553  0.29
H: 1.4578 -2.1858 -0.7873  0.23
H: -1.1811 1.6747 1.5270  0.23

The net charge is 0. The value obtained for the energy relative to the best compared isomer or geometry (same formula, charge and spin) is 507.7 kJ/mol. The calculation puts the energy at -233.19362 a.u.

[2]
Formula: C12H23F3NO5P2STl
Source: the Open Molecules 2025 dataset
Level of theory: ωB97M-V with the def2-TZVPD basis set

Each line ends with the Mulliken charge.
Positions of all 48 atoms, in Å:
Tl: 0.8319 0.1878 0.5766  0.94
S: 0.7543 -3.0125 -0.9857  1.03
P: -1.3711 -0.7264 1.9133  0.71
P: 0.8713 1.5969 -1.6738  0.55
F: 2.3560 -2.4562 1.0696  -0.22
F: 3.1481 -3.9916 -0.2707  -0.18
F: 3.1768 -1.8767 -0.9148  -0.20
O: 0.1097 -3.9448 -0.0723  -0.68
O: 0.1480 -1.6537 -0.9220  -0.55
O: 1.0492 -3.4212 -2.3383  -0.59
O: 0.0847 4.6048 0.2660  -0.62
O: 0.9327 3.1202 2.3738  -0.61
N: -1.8668 0.9820 -0.4956  0.31
C: 1.0301 0.5713 -3.1652  -1.20
C: -1.9384 1.9747 -1.3988  0.38
C: -3.1718 2.4866 -1.8471  -0.80
C: -2.9073 -0.7369 0.9102  -0.86
C: -1.8902 0.2410 3.3698  -1.19
C: -3.0027 0.4106 -0.0740  0.20
C: -0.6501 2.6420 -1.8305  -0.81
C: -4.3590 1.8982 -1.4186  -0.65
C: 2.1986 2.8304 -1.7718  -1.10
C: -4.2612 0.8303 -0.5257  -0.90
C: 2.4635 -2.8388 -0.2487  0.52
C: -1.3130 -2.4510 2.5193  -1.10
H: -5.1295 0.3198 -0.1224  0.51
H: -1.0711 0.2955 4.1034  0.41
H: -2.2743 -2.7324 2.9821  0.45
H: 1.2671 1.1691 -4.0551  0.47
H: -5.3256 2.2818 -1.7455  0.46
H: 0.2419 2.9711 3.0389  0.35
H: 0.1189 -0.0223 -3.3180  0.38
H: -3.1167 3.3146 -2.5528  0.49
H: -0.6757 5.1514 0.4998  0.32
H: -0.7081 3.1967 -2.7828  0.69
H: -3.7611 -0.7052 1.6002  0.62
H: -0.5085 -2.5476 3.2619  0.43
H: -2.7819 -0.2046 3.8435  0.42
H: -2.1147 1.2736 3.0644  0.36
H: 2.0956 3.4670 -2.6657  0.44
H: 3.1571 2.2940 -1.8083  0.44
H: 1.2784 2.2280 2.1796  0.20
H: 1.8320 -0.1564 -2.9682  0.39
H: 2.1783 3.4711 -0.8783  0.39
H: -0.4827 3.4232 -1.0812  0.22
H: 0.1880 4.0415 1.0507  0.40
H: -2.8816 -1.6759 0.3352  0.44
H: -1.0525 -3.1407 1.6985  0.35

The net charge is +2. The value obtained for the energy relative to the best compared isomer or geometry (same formula, charge and spin) is 0.0 kJ/mol. The calculation puts the energy at -2454.37239 a.u.

[3]
Formula: C2H12N3OSr
Source: the Open Molecules 2025 dataset
Level of theory: ωB97M-V with the def2-TZVPD basis set

Each line ends with the Mulliken charge.
Positions of all 19 atoms, in Å:
Sr: 0.5656 0.2068 -1.4301  -0.42
O: 0.3751 -0.2131 0.8805  -0.62
N: 1.5807 -2.0382 -2.3316  -0.57
N: 0.0525 1.0752 2.6727  -0.42
N: 0.0564 -1.2665 2.8561  -0.53
C: -1.3651 2.0075 -0.9581  -0.92
C: 0.1363 -0.1455 2.1180  0.69
H: -2.1187 1.6373 -0.2555  0.15
H: 1.1993 -2.2845 -3.2672  0.22
H: -0.7466 2.7464 -0.4767  0.14
H: 1.3817 -2.8470 -1.7187  0.23
H: 2.5909 -1.9821 -2.4576  0.22
H: 0.3598 1.0425 -3.6697  -0.19
H: -0.1520 -1.2315 3.8454  0.20
H: 0.1038 -2.1302 2.3499  0.23
H: -0.1580 1.2292 3.6500  0.21
H: -2.0563 -0.1204 -2.0379  -0.12
H: 0.0661 1.8664 2.0547  0.25
H: -1.8715 2.4473 -1.8241  0.24

The net charge is -1. The value obtained for the energy relative to the best compared isomer or geometry (same formula, charge and spin) is 242.9 kJ/mol. The calculation puts the energy at -353.45933 a.u.

[4]
Formula: C4H8N2O2
Source: the Open Molecules 2025 dataset
Level of theory: ωB97M-V with the def2-TZVPD basis set

Each line ends with the natural charge from an NBO analysis.
Positions of all 16 atoms, in Å:
O: 0.3524 2.1085 -0.5612  -0.66
O: 2.0128 -0.8804 1.3950  -0.61
N: 0.0696 0.2145 0.6973  -0.56
N: 1.4459 -0.8839 -0.8313  -0.86
C: -0.3693 0.9793 -0.3771  0.53
C: -1.1029 0.4884 -1.4067  -0.62
C: 1.3285 -0.5460 0.4600  0.78
C: -0.9212 -0.5347 1.4578  -0.40
H: -1.4448 1.1688 -2.1677  0.22
H: -1.7762 -0.3321 -1.2294  0.22
H: 0.5857 -0.5420 -1.4902  0.44
H: -1.3289 -1.3863 0.9013  0.18
H: 0.9753 2.2020 0.1734  0.49
H: -1.7343 0.1306 1.7492  0.21
H: 2.3299 -1.2722 -1.1179  0.41
H: -0.4226 -0.9145 2.3476  0.23

The net charge is 0. The value obtained for the energy relative to the best compared isomer or geometry (same formula, charge and spin) is 190.4 kJ/mol. The calculation puts the energy at -417.18344 a.u. The SMILES is C=C(O)N(C)C(N)=O.

What did the third record say?
Formula: C2H12N3OSr
Source: the Open Molecules 2025 dataset
Level of theory: ωB97M-V with the def2-TZVPD basis set

Each line ends with the Mulliken charge.
Positions of all 19 atoms, in Å:
Sr: 0.5656 0.2068 -1.4301  -0.42
O: 0.3751 -0.2131 0.8805  -0.62
N: 1.5807 -2.0382 -2.3316  -0.57
N: 0.0525 1.0752 2.6727  -0.42
N: 0.0564 -1.2665 2.8561  -0.53
C: -1.3651 2.0075 -0.9581  -0.92
C: 0.1363 -0.1455 2.1180  0.69
H: -2.1187 1.6373 -0.2555  0.15
H: 1.1993 -2.2845 -3.2672  0.22
H: -0.7466 2.7464 -0.4767  0.14
H: 1.3817 -2.8470 -1.7187  0.23
H: 2.5909 -1.9821 -2.4576  0.22
H: 0.3598 1.0425 -3.6697  -0.19
H: -0.1520 -1.2315 3.8454  0.20
H: 0.1038 -2.1302 2.3499  0.23
H: -0.1580 1.2292 3.6500  0.21
H: -2.0563 -0.1204 -2.0379  -0.12
H: 0.0661 1.8664 2.0547  0.25
H: -1.8715 2.4473 -1.8241  0.24

The net charge is -1. The value obtained for the energy relative to the best compared isomer or geometry (same formula, charge and spin) is 242.9 kJ/mol. The calculation puts the energy at -353.45933 a.u.

What is the energy in the fourth record?
-417.18344 a.u.

Copy entry 3 word for word.
Formula: C2H12N3OSr
Source: the Open Molecules 2025 dataset
Level of theory: ωB97M-V with the def2-TZVPD basis set

Each line ends with the Mulliken charge.
Positions of all 19 atoms, in Å:
Sr: 0.5656 0.2068 -1.4301  -0.42
O: 0.3751 -0.2131 0.8805  -0.62
N: 1.5807 -2.0382 -2.3316  -0.57
N: 0.0525 1.0752 2.6727  -0.42
N: 0.0564 -1.2665 2.8561  -0.53
C: -1.3651 2.0075 -0.9581  -0.92
C: 0.1363 -0.1455 2.1180  0.69
H: -2.1187 1.6373 -0.2555  0.15
H: 1.1993 -2.2845 -3.2672  0.22
H: -0.7466 2.7464 -0.4767  0.14
H: 1.3817 -2.8470 -1.7187  0.23
H: 2.5909 -1.9821 -2.4576  0.22
H: 0.3598 1.0425 -3.6697  -0.19
H: -0.1520 -1.2315 3.8454  0.20
H: 0.1038 -2.1302 2.3499  0.23
H: -0.1580 1.2292 3.6500  0.21
H: -2.0563 -0.1204 -2.0379  -0.12
H: 0.0661 1.8664 2.0547  0.25
H: -1.8715 2.4473 -1.8241  0.24

The net charge is -1. The value obtained for the energy relative to the best compared isomer or geometry (same formula, charge and spin) is 242.9 kJ/mol. The calculation puts the energy at -353.45933 a.u.

What is the energy relative to the best compared isomer or geometry (same formula, charge and spin) in the first record?
507.7 kJ/mol